1.
Entry from OMol25: a structure of composition C28H35BFeN6O2STe (wB97M-V/def2-TZVPD).

Computed properties:
ΔE to the lowest compared entry with this formula, charge and spin = 0.055 eV
Total energy = -95827.99909 eV
HOMO (spin up / spin down) = -10.525 / -10.544 eV
2S+1 = 2
Charge = +1

```
75
Properties=species:S:1:pos:R:3:forces:R:3:lowdin_charge:R:1
Fe 1.1784 -1.0562 1.0111 -1.2 0.1 -0.6 0.276
C 4.5920 -1.3819 3.3811 0.0 0.0 0.0 -0.036
C 3.6059 -0.6041 2.7729 0.0 0.0 0.0 -0.131
N 2.7883 -1.3719 2.0578 0.2 -0.1 0.3 -0.031
N 3.2101 -2.6429 2.2033 0.0 0.0 0.0 0.005
C 4.2930 -2.6743 2.9921 0.0 0.0 0.0 -0.050
B 2.3361 -3.7920 1.6278 0.0 0.0 0.0 -0.462
N 0.9265 -3.6207 2.2437 0.1 0.1 0.0 -0.004
C 0.2094 -4.4315 3.0371 0.0 0.0 0.0 -0.055
C -0.9298 -3.7613 3.4323 0.0 0.0 0.0 -0.038
C -0.8247 -2.5083 2.8243 0.0 0.0 -0.1 -0.140
N 0.2912 -2.4368 2.1049 0.0 -0.2 0.1 -0.040
N 2.2075 -3.5725 0.1054 0.0 0.1 0.1 0.001
C 2.5062 -4.3411 -0.9510 -0.1 0.0 0.0 -0.048
C 2.1233 -3.6701 -2.0973 0.0 0.0 0.0 -0.037
C 1.5846 -2.4684 -1.6340 0.0 0.0 0.0 -0.150
N 1.6498 -2.4206 -0.3058 0.3 -0.1 -0.1 -0.043
H 5.3922 -1.0564 4.0211 0.0 0.0 0.0 0.100
H 3.4337 0.4592 2.8348 0.0 0.0 0.0 0.111
H 4.7674 -3.6120 3.2277 0.0 0.0 0.0 0.129
H 2.8021 -4.8629 1.8809 0.0 0.0 0.0 0.123
H 0.5652 -5.4213 3.2688 0.0 0.0 0.0 0.127
H -1.7165 -4.1222 4.0700 0.0 0.0 0.0 0.100
H -1.4918 -1.6636 2.8776 0.0 0.0 0.0 0.089
H 2.9499 -5.3123 -0.8115 0.0 0.0 0.0 0.129
H 2.1972 -4.0139 -3.1136 0.0 0.0 0.0 0.100
H 1.1213 -1.6610 -2.1780 0.0 0.0 0.0 0.096
C -6.0821 -0.1691 -3.6605 0.0 0.0 0.0 -0.040
C -4.8880 0.4815 -3.0217 0.0 0.0 0.0 -0.252
C -3.6671 0.5507 -3.6757 0.0 0.0 0.0 -0.004
C -2.5619 1.1671 -3.1017 0.0 0.0 0.0 -0.224
C -1.2680 1.1647 -3.8822 0.0 0.0 0.0 -0.040
C -2.6745 1.7459 -1.8257 0.0 0.1 -0.1 -0.216
Te -1.3735 -0.3753 -0.0326 0.4 0.0 0.1 1.328
C -3.8944 1.6500 -1.1348 0.0 0.0 0.0 -0.248
C -4.0845 2.1541 0.2719 0.0 0.0 0.0 -0.036
C -4.9723 1.0254 -1.7472 0.0 0.0 0.0 -0.003
H -5.8059 -0.7008 -4.5696 0.0 0.0 0.0 0.077
H -6.8318 0.5790 -3.9246 0.0 0.0 0.0 0.088
H -6.5547 -0.8776 -2.9797 0.0 0.0 0.0 0.084
H -3.5665 0.1018 -4.6576 0.0 0.0 0.0 0.119
H -1.3137 0.4175 -4.6729 0.0 0.0 0.0 0.082
H -0.4052 0.9233 -3.2565 0.0 0.0 0.0 0.065
H -1.0726 2.1302 -4.3561 0.0 0.0 0.0 0.094
H -3.1749 2.0825 0.8655 0.0 0.0 0.0 0.050
H -4.8487 1.5604 0.7726 0.0 0.0 0.0 0.087
H -4.4107 3.1955 0.2851 0.0 0.0 0.0 0.095
H -5.9049 0.9455 -1.1985 0.0 0.0 0.0 0.127
C 3.4617 0.5930 -2.3082 0.0 0.0 0.0 -0.223
S 3.5323 0.1223 -0.5866 -0.1 0.0 0.1 0.926
C 4.4888 1.5145 -0.0078 0.0 0.0 0.0 -0.225
O 2.1187 0.3918 -0.0673 0.2 0.1 -0.1 -0.588
H 2.9426 1.5476 -2.3889 0.0 0.0 0.0 0.069
H 2.9281 -0.1865 -2.8443 0.0 0.0 0.0 0.044
H 4.4780 0.6688 -2.6934 0.0 0.0 0.0 0.069
H 5.4891 1.4475 -0.4347 0.0 0.0 0.0 0.070
H 4.5536 1.4404 1.0746 0.0 0.0 0.0 0.040
H 3.9976 2.4412 -0.3021 0.0 0.0 0.0 0.071
C 0.3332 2.2769 3.6214 0.0 0.0 0.0 0.014
C 0.0098 1.6152 2.3133 -0.4 0.0 -0.1 -0.358
O 0.2164 0.4047 2.1987 0.7 0.1 0.3 -0.100
C -0.5883 2.3600 1.2007 0.1 0.0 0.0 -0.208
C -0.6705 1.6900 -0.1454 -0.2 0.0 0.0 -0.447
C -1.4582 2.4636 -1.2444 0.0 0.0 0.0 -0.274
C -1.7690 3.8902 -0.8869 -0.1 0.0 0.0 -0.015
C -1.5262 4.4399 0.3030 0.0 0.0 0.0 -0.057
C -0.9520 3.6447 1.3722 0.0 0.0 0.0 0.006
H 0.8686 1.5678 4.2469 0.0 0.0 0.0 0.093
H -0.5853 2.5722 4.1321 0.0 0.0 0.0 0.104
H 0.9321 3.1745 3.4731 0.0 0.0 0.0 0.096
H 0.3558 1.5658 -0.4800 0.0 -0.1 0.0 0.058
H -0.7683 2.5467 -2.0839 0.0 0.1 0.0 0.118
H -2.2079 4.4866 -1.6795 0.0 0.0 0.0 0.132
H -1.7671 5.4761 0.4965 0.0 0.0 0.0 0.112
H -0.8262 4.1132 2.3399 0.0 0.0 0.0 0.118
```
Forces are in eV/Å.

=====

2.
Entry from OMol25: a structure of composition C28H35BInN8S2 (wB97M-V/def2-TZVPD).

Computed properties:
ΔE to the lowest compared entry with this formula, charge and spin = 3.544 eV
Total energy = -69040.99256 eV
HOMO (spin up / spin down) = -10.433 / -10.587 eV
Charge = +1

```
75
Properties=species:S:1:pos:R:3:forces:R:3:lowdin_charge:R:1
In 0.4841 -0.0225 0.5326 -0.6 0.3 -0.2 1.023
C 1.3415 3.7342 2.0213 0.0 0.0 -0.1 -0.016
C 0.4325 3.5417 0.8446 -0.2 0.0 0.1 -0.300
C -0.2329 4.5828 0.1805 0.1 0.1 0.2 0.024
C -1.0664 3.9786 -0.7288 -0.1 0.0 -0.1 -0.257
C -2.0117 4.6163 -1.6956 0.0 0.0 0.0 -0.012
N -0.8923 2.6466 -0.6112 -0.2 -0.3 0.0 0.023
N 0.0342 2.3614 0.3593 0.3 0.4 -0.4 0.050
B -1.5905 1.5642 -1.4381 0.0 0.0 0.0 -0.496
N -0.5180 0.8271 -2.2913 0.0 -0.1 0.3 0.040
N 0.4319 0.0683 -1.6637 0.1 0.0 -0.1 0.042
C 1.2715 -0.3766 -2.6098 0.0 0.0 0.0 -0.297
C 2.4588 -1.2186 -2.2924 0.0 0.1 0.0 -0.015
C 0.8526 0.0897 -3.8508 0.1 0.0 -0.1 0.042
C -0.2775 0.8540 -3.6069 -0.1 0.0 0.0 -0.254
C -1.1329 1.6063 -4.5743 0.0 0.0 0.0 0.005
N -2.2347 0.4566 -0.5147 0.1 0.0 0.5 0.042
N -1.8718 0.4922 0.7905 0.0 -0.3 -0.7 0.059
C -2.5070 -0.5021 1.6547 0.0 -0.1 0.0 -0.556
C -1.8380 -0.3842 3.0180 0.1 0.1 0.0 -0.022
C -2.8305 -1.8311 -0.4009 0.3 -0.2 0.2 -0.006
C -2.8302 -0.6814 -1.0851 0.1 0.3 0.0 -0.262
C -3.3948 -0.5750 -2.4712 0.0 0.1 0.0 -0.003
H 1.3750 4.7952 2.2623 0.0 0.0 0.0 0.085
H 0.9669 3.2135 2.9031 0.0 0.0 0.0 0.079
H 2.3616 3.4044 1.8441 0.1 -0.1 -0.1 0.068
H -0.1337 5.6425 0.3681 0.0 -0.1 0.0 0.119
H -1.9634 5.6971 -1.5789 0.0 0.0 0.0 0.087
H -1.7523 4.3771 -2.7272 0.0 0.0 0.0 0.073
H -3.0419 4.2987 -1.5294 0.0 0.0 0.0 0.089
H -2.4289 2.0593 -2.1410 0.2 -0.1 0.0 0.122
H 2.9059 -0.9033 -1.3522 0.0 0.0 0.0 0.044
H 2.1871 -2.2712 -2.2015 0.0 0.0 0.0 0.093
H 3.2048 -1.1226 -3.0794 0.0 0.0 0.0 0.097
H 1.3206 -0.0930 -4.8070 -0.1 0.0 0.1 0.124
H -0.7473 1.4664 -5.5817 0.0 0.0 0.0 0.090
H -2.1677 1.2616 -4.5488 0.0 0.0 0.0 0.080
H -1.1374 2.6739 -4.3555 0.0 0.0 0.0 0.081
H -0.7792 -0.6533 2.9848 0.0 0.0 0.0 0.054
H -1.9139 0.6476 3.3630 0.0 0.0 0.0 0.104
H -2.3234 -1.0336 3.7450 0.0 0.0 0.0 0.089
H -3.1546 -2.7566 -0.8617 -0.1 0.1 0.1 0.125
H -4.0757 -1.4055 -2.6444 0.0 0.0 0.0 0.093
H -3.9488 0.3572 -2.5990 0.0 -0.1 0.0 0.092
H -2.6106 -0.6117 -3.2295 0.0 0.0 0.1 0.081
C 4.0443 -0.1728 1.9077 -0.1 0.4 0.5 -0.131
C 3.0792 0.7031 1.5314 -0.1 -0.3 0.2 -0.146
C 1.8090 0.3102 2.2038 0.1 0.1 0.0 -0.330
C 2.1712 -0.8397 3.0424 0.0 0.2 0.0 -0.130
C 3.4839 -1.1166 2.8600 0.1 0.2 0.0 -0.097
H 5.0747 -0.1673 1.5736 -0.1 0.1 0.2 0.110
H 3.1859 1.5239 0.8355 0.0 0.1 0.1 0.099
H 1.2074 1.0915 2.6726 0.2 0.0 0.1 0.081
H 1.4956 -1.3434 3.7224 0.0 0.0 0.0 0.108
H 4.0413 -1.9046 3.3499 0.0 0.0 0.0 0.114
C 4.4993 -2.3401 0.0963 -0.1 -0.2 -0.3 -0.090
C 3.2412 -3.0399 0.5097 0.0 0.0 -0.1 -0.618
N 2.0457 -2.5297 0.5901 -0.1 -0.3 -0.2 0.078
C 1.1455 -3.4819 1.0265 -0.2 0.2 0.0 -0.315
C 1.6528 -4.7194 1.2488 0.0 -0.2 0.1 -0.325
S 3.3183 -4.7109 0.9354 0.2 0.0 0.0 1.125
C -0.2682 -3.1303 1.2129 0.0 -0.2 0.1 -0.300
C -1.2059 -3.9751 1.8455 0.2 -0.2 0.1 -0.298
S -2.7575 -3.3075 1.9267 0.1 -0.1 0.0 1.117
C -2.1957 -1.8527 0.9746 0.2 0.2 -0.4 -0.595
N -0.7336 -1.9741 0.8207 -0.3 0.2 -0.1 0.058
C -4.0126 -0.2634 1.8145 0.0 0.1 0.0 -0.005
H 4.3393 -1.2682 0.0449 0.0 -0.3 -0.2 0.042
H 4.8402 -2.7043 -0.8764 0.0 0.0 0.0 0.096
H 5.2929 -2.5303 0.8203 0.0 0.0 0.0 0.093
H 1.1378 -5.6126 1.5711 0.1 0.1 0.0 0.086
H -0.9964 -4.9252 2.3174 0.0 0.1 -0.1 0.081
H -4.4315 -0.9795 2.5279 0.0 0.0 -0.1 0.087
H -4.5585 -0.3503 0.8782 0.0 0.0 0.0 0.085
H -4.1672 0.7394 2.2164 0.0 -0.1 0.0 0.100
```
Forces are in eV/Å.